No. 1
{
  "formula": "C44H104ClN6O19Rb2S",
  "method": "ωB97M-V/def2-TZVPD",
  "species": ["Rb", "Rb", "S", "O", "O", "O", "O", "Cl", "O", "O", "O", "O", "C", "C", "C", "O", "C", "N", "H", "H", "H", "H", "H", "H", "H", "H", "H", "H", "H", "C", "C", "C", "O", "C", "N", "H", "H", "H", "H", "H", "H", "H", "H", "H", "H", "H", "C", "C", "C", "O", "C", "N", "H", "H", "H", "H", "H", "H", "H", "H", "H", "H", "H", "C", "C", "C", "O", "C", "N", "H", "H", "H", "H", "H", "H", "H", "H", "H", "H", "H", "C", "C", "C", "O", "C", "N", "H", "H", "H", "H", "H", "H", "H", "H", "H", "H", "H", "C", "C", "C", "C", "C", "C", "N", "O", "C", "C", "C", "H", "H", "H", "H", "H", "H", "H", "H", "H", "H", "H", "H", "H", "H", "H", "H", "H", "H", "H", "C", "C", "O", "C", "H", "H", "H", "H", "H", "H", "C", "C", "O", "C", "H", "H", "H", "H", "H", "H", "C", "C", "O", "C", "H", "H", "H", "H", "H", "H", "C", "C", "O", "C", "H", "H", "H", "H", "H", "H", "C", "C", "O", "C", "H", "H", "H", "H", "H", "H"],
  "coordinates": [[-1.70625, -2.67551, -2.89172], [0.53011, 2.26047, -3.62398], [-2.39933, 0.11788, -5.04443], [-2.96490, 0.75040, -6.26143], [-3.30836, -0.84863, -4.49682], [-1.10570, -0.46657, -5.35223], [-2.26377, 1.32847, -4.22932], [1.00704, -0.49894, -0.83417], [1.33415, -1.88964, -0.98963], [2.15264, 0.13022, -1.38210], [-0.09667, -0.23094, -1.69046], [0.85002, -0.08095, 0.53561], [-2.86819, -1.62524, 0.84852], [-2.19925, -3.01477, 0.71321], [-2.31397, -3.77297, 2.05896], [-1.54452, -4.98701, 2.08355], [-1.67734, -5.81269, 3.22755], [-2.89765, -3.76688, -0.37258], [-3.84748, -1.68493, 1.32342], [-2.97778, -1.15908, -0.13066], [-2.31237, -0.92997, 1.47761], [-1.13959, -3.02150, 0.45787], [-3.34995, -4.00303, 2.30782], [-1.94737, -3.21100, 2.91797], [-1.67409, -5.15770, 4.09880], [-0.89507, -6.55620, 3.38034], [-2.64954, -6.30400, 3.26673], [-3.89677, -3.88394, -0.28228], [-2.50652, -4.69170, -0.48129], [-4.89447, 0.45938, -1.68476], [-5.81188, -0.70430, -2.07469], [-7.08327, -0.78625, -1.22578], [-7.83134, -2.02511, -1.46128], [-9.09135, -1.87143, -0.80745], [-5.98258, -0.63771, -3.53059], [-4.07277, 0.60647, -2.38566], [-4.45826, 0.33497, -0.69362], [-5.32046, 1.46261, -1.69691], [-5.19012, -1.59047, -1.94733], [-7.78828, 0.01266, -1.45557], [-6.88369, -0.62481, -0.16644], [-9.05387, -1.46059, 0.20146], [-9.64113, -2.80325, -0.67499], [-9.68264, -1.16771, -1.39333], [-5.16478, -1.00893, -3.99265], [-6.75876, -1.22706, -3.79576], [-1.80851, 5.47721, -2.56261], [-2.85013, 4.44747, -3.14021], [-4.23811, 4.85625, -2.63295], [-5.09604, 3.78896, -2.85386], [-6.36748, 3.95945, -2.27378], [-2.86995, 4.54030, -4.58544], [-0.77789, 5.24954, -2.83482], [-1.81911, 5.51270, -1.47324], [-2.05088, 6.42640, -3.04051], [-2.49264, 3.42716, -3.00136], [-4.61647, 5.75621, -3.11774], [-4.18039, 5.10849, -1.57411], [-6.89570, 3.02491, -2.46274], [-6.87530, 4.76703, -2.80107], [-6.42073, 4.22746, -1.21859], [-1.91587, 4.79722, -4.79482], [-3.18915, 5.47797, -4.78284], [2.64157, -0.40675, -5.25243], [3.55947, 0.77167, -5.54714], [5.01949, 0.47432, -5.38863], [5.40235, -0.09357, -4.09687], [5.48710, 0.80130, -3.02590], [3.20700, 1.36712, -6.86407], [1.60110, -0.08195, -5.25791], [2.84664, -0.87519, -4.28983], [2.75446, -1.22756, -5.96069], [3.37774, 1.50196, -4.75862], [5.63724, 1.34241, -5.61866], [5.30470, -0.18647, -6.20723], [6.33159, 1.48331, -3.12494], [5.42695, 0.39976, -2.01435], [4.65742, 1.50105, -2.92550], [2.35301, 1.90249, -6.79935], [3.87379, 2.09625, -7.07346], [4.42843, -4.50761, -0.49858], [4.50957, -3.79709, -1.88741], [3.32051, -4.03638, -2.90855], [3.48928, -5.29504, -3.50647], [2.47945, -5.77690, -4.37383], [4.58196, -2.34273, -1.63670], [3.57915, -4.10785, 0.05551], [5.39000, -4.31760, -0.02175], [4.33308, -5.56955, -0.72507], [5.34412, -4.22258, -2.44470], [3.42701, -3.35260, -3.75068], [2.34514, -3.85623, -2.45654], [2.33106, -5.09713, -5.21286], [1.51424, -5.92342, -3.88906], [2.72588, -6.75788, -4.78009], [4.85722, -1.83890, -2.46766], [3.63994, -2.09230, -1.37218], [0.32075, 0.88929, 3.81233], [0.89959, 1.87646, 4.84198], [2.13704, 2.42725, 4.07172], [2.66462, 3.74256, 4.76120], [1.50674, 4.74731, 4.78278], [0.22223, 4.22884, 5.47585], [-0.15614, 2.90521, 4.96583], [-1.36563, 2.46155, 5.50495], [0.40204, 4.26893, 7.01361], [-0.85686, 5.29262, 5.08530], [1.42923, 1.16877, 6.12202], [1.09493, 0.15300, 3.59638], [-0.01046, 1.32623, 2.87027], [-0.46839, 0.32174, 4.30552], [2.94457, 1.73249, 3.84083], [1.83187, 2.84456, 3.11213], [3.44873, 4.23182, 4.18337], [3.02017, 3.58620, 5.77965], [1.27406, 4.98691, 3.74521], [1.98156, 5.59488, 5.27702], [0.63530, 5.28172, 7.34218], [-0.46093, 4.05915, 7.64557], [1.13118, 3.51593, 7.31266], [-0.44423, 6.23722, 5.43967], [-0.96441, 5.47257, 4.01564], [-1.85399, 5.09236, 5.47739], [2.12897, 1.79921, 6.67067], [1.88514, 0.23592, 5.79029], [0.56264, 0.95911, 6.74905], [-1.88760, 2.51250, 4.70086], [-1.91171, 2.57872, 0.54141], [-2.94970, 2.54616, 1.62701], [-3.90642, 1.70129, 1.50606], [-2.98995, 3.60760, 2.74657], [-1.58899, 3.55269, 0.17351], [-2.27213, 1.98578, -0.29919], [-0.97466, 2.09917, 0.82437], [-3.60800, 3.16935, 3.53017], [-3.21127, 4.58133, 2.30957], [-1.92593, 3.58769, 2.98232], [1.14576, -3.37161, 2.84023], [2.39582, -3.00133, 3.60308], [2.40049, -2.42907, 4.71195], [3.68100, -3.34555, 2.91600], [0.42736, -3.49120, 3.65122], [1.33521, -4.32049, 2.33840], [0.69763, -2.64230, 2.16541], [3.59261, -4.32522, 2.44639], [4.60850, -3.26841, 3.48335], [3.78418, -2.50553, 2.22910], [4.72812, 0.04268, 1.11705], [5.68179, -0.46571, 2.15080], [5.57367, -0.21472, 3.34460], [6.70277, -1.50562, 1.68846], [3.95231, 0.68377, 1.53564], [4.22830, -0.84434, 0.72787], [5.33235, 0.60163, 0.40250], [6.44083, -2.48111, 2.09822], [7.70578, -1.14855, 1.92207], [6.77640, -1.58848, 0.60411], [-1.02159, -7.36742, -0.90710], [-0.36632, -6.10274, -1.18555], [-0.63323, -5.33939, -2.21666], [0.74353, -5.71734, -0.24130], [-1.78614, -7.49757, -1.67302], [-1.34958, -7.40653, 0.13164], [-0.27521, -8.15517, -1.00944], [0.53330, -6.17789, 0.72400], [0.58363, -4.63989, -0.28157], [1.75443, -5.87073, -0.61899], [3.09453, 3.54389, 0.24171], [1.72114, 4.07419, -0.11851], [1.29752, 4.03049, -1.28206], [0.84673, 4.60212, 0.97065], [3.22043, 3.85736, 1.27804], [3.91053, 3.94462, -0.35967], [2.98035, 2.46389, 0.14866], [0.57563, 3.68983, 1.50199], [-0.06958, 4.98246, 0.51918], [1.40044, 5.33970, 1.55159]],
  "mulliken_charge": [0.603, 0.450, 1.120, -0.872, -0.854, -0.592, -0.657, 0.051, -0.356, -0.422, -0.089, 0.291, -1.195, 2.056, -1.372, 0.067, -1.083, -0.295, 0.631, -0.096, 0.118, -0.914, 0.551, 0.488, 0.397, 0.291, 0.321, 0.274, -0.078, -0.039, 1.330, -0.816, -0.341, -0.809, -0.806, -0.017, -0.167, -0.240, -0.144, 0.372, 0.352, 0.310, 0.271, 0.329, 0.272, 0.309, -1.580, 1.496, -0.897, -0.169, -0.944, -0.639, 0.288, 0.269, 0.487, -0.404, 0.366, 0.287, 0.221, 0.353, 0.356, 0.199, 0.344, -0.777, 1.135, -1.058, -0.303, -0.397, -0.757, 0.261, -0.036, 0.343, -0.252, 0.406, 0.390, 0.408, -0.086, 0.186, 0.266, 0.289, -0.978, -0.229, -0.033, -0.472, -0.568, 0.066, -0.193, 0.395, 0.430, 0.511, 0.370, 0.179, 0.294, 0.113, 0.271, 0.175, -0.285, -1.805, 1.667, -0.483, -0.991, -0.945, 1.466, 1.314, -0.607, -1.729, -1.843, -1.800, 0.202, -0.215, 0.716, 0.637, -0.686, 0.526, 0.460, -0.001, 0.406, 0.413, 0.351, 0.292, 0.503, 0.221, 0.387, 0.300, 0.354, 0.459, 0.300, 1.168, 0.661, -0.604, -0.656, -0.277, -0.082, -0.616, 0.379, 0.418, -0.340, -0.203, 0.360, -0.659, -0.562, 0.278, 0.075, 0.044, 0.451, 0.516, -0.351, 0.937, 0.519, -0.606, -0.956, -0.714, -0.362, 0.383, 0.175, 0.431, 0.168, -1.457, 0.610, -0.470, -0.308, 0.363, 0.267, 0.468, 0.253, -0.360, 0.624, -0.203, 0.434, -0.546, -0.142, 0.103, 0.483, -0.279, -0.416, 0.074, 0.554],
  "orbital_gap_ev": 4.51,
  "lumo_ev": 1.3,
  "total_energy_ev": -119816.1173,
  "total_charge": -1,
  "multiplicity": 1
}



No. 2
{
  "formula": "C44H107NO10",
  "method": "ωB97M-V/def2-TZVPD",
  "species": ["C", "C", "C", "C", "N", "H", "H", "H", "H", "H", "H", "H", "C", "C", "O", "C", "C", "H", "H", "H", "H", "H", "H", "H", "H", "H", "H", "C", "C", "O", "C", "C", "H", "H", "H", "H", "H", "H", "H", "H", "H", "H", "C", "C", "O", "C", "C", "H", "H", "H", "H", "H", "H", "H", "H", "H", "H", "C", "C", "O", "C", "C", "H", "H", "H", "H", "H", "H", "H", "H", "H", "H", "C", "C", "O", "C", "C", "H", "H", "H", "H", "H", "H", "H", "H", "H", "H", "C", "C", "O", "C", "C", "H", "H", "H", "H", "H", "H", "H", "H", "H", "H", "C", "C", "O", "C", "C", "H", "H", "H", "H", "H", "H", "H", "H", "H", "H", "C", "C", "O", "C", "C", "H", "H", "H", "H", "H", "H", "H", "H", "H", "H", "C", "C", "O", "C", "C", "H", "H", "H", "H", "H", "H", "H", "H", "H", "H", "C", "C", "O", "C", "C", "H", "H", "H", "H", "H", "H", "H", "H", "H", "H"],
  "coordinates": [[-3.39680, -3.01464, 24.32849], [-4.05692, -2.99459, 22.95668], [-3.56582, -1.88388, 22.01634], [-2.14660, -1.76838, 21.91858], [-0.98664, -1.72701, 21.86542], [-2.38209, -3.28694, 24.12880], [-3.76894, -3.79877, 25.00183], [-3.29031, -2.03023, 24.76159], [-5.13301, -2.77290, 22.97677], [-3.94293, -3.99098, 22.45731], [-4.02915, -0.93745, 22.24929], [-3.90071, -2.15753, 20.98852], [-6.51356, -0.13382, 30.85518], [-5.47508, 0.19609, 29.81307], [-4.28687, -0.47683, 30.06019], [-3.48673, -0.44287, 28.84673], [-2.25656, -1.35396, 28.96281], [-6.19105, 0.36038, 31.71613], [-7.48404, 0.21605, 30.58541], [-6.56960, -1.23170, 30.97826], [-5.88250, -0.10781, 28.80107], [-5.26710, 1.26040, 29.80808], [-4.20091, -0.76527, 28.04100], [-3.18250, 0.62247, 28.79945], [-1.60713, -0.89696, 29.67037], [-1.85788, -1.42084, 27.95189], [-2.54604, -2.40082, 29.22724], [-5.22426, 7.34443, 25.60206], [-5.65454, 7.02469, 27.01538], [-4.91625, 5.92654, 27.39661], [-5.13962, 5.50685, 28.74526], [-4.46298, 4.20467, 28.95798], [-5.87540, 8.04928, 25.11067], [-4.25970, 7.82429, 25.64014], [-5.11646, 6.41169, 25.04105], [-5.35510, 7.81463, 27.71927], [-6.69305, 6.84278, 27.15636], [-4.66798, 6.22267, 29.44400], [-6.29624, 5.44249, 28.85421], [-3.44653, 4.23667, 29.31605], [-4.49060, 3.52657, 28.10224], [-4.98710, 3.67860, 29.74888], [-1.21490, 0.48901, 24.75012], [-0.43168, 1.54163, 25.56992], [-1.00168, 1.63714, 26.82358], [-0.04148, 2.40066, 27.57564], [-0.61828, 2.83046, 28.92172], [-1.03776, -0.47257, 25.25785], [-2.34445, 0.72346, 24.70845], [-0.73649, 0.42608, 23.73714], [0.59099, 1.12772, 25.69125], [-0.35237, 2.49386, 25.03839], [0.87075, 1.82754, 27.85662], [0.29114, 3.26381, 26.93597], [-0.04360, 3.61722, 29.26702], [-0.55286, 1.99499, 29.67137], [-1.67083, 3.17741, 28.99055], [-10.52953, 7.06963, 27.95039], [-10.21844, 5.61047, 27.69143], [-8.77895, 5.42520, 27.73876], [-8.40896, 4.08330, 27.60903], [-8.46160, 3.27904, 28.90949], [-10.10506, 7.43066, 28.88003], [-10.07477, 7.66380, 27.16956], [-11.59005, 7.18452, 27.94640], [-10.72209, 5.03443, 28.39211], [-10.59102, 5.29272, 26.67088], [-9.03966, 3.58323, 26.86677], [-7.39316, 4.09934, 27.15668], [-7.84853, 3.59610, 29.78120], [-8.12798, 2.23658, 28.71509], [-9.56399, 3.35824, 29.18833], [-6.84593, 0.33212, 22.68513], [-6.09254, 0.81111, 21.44402], [-6.15584, -0.16280, 20.47242], [-5.55445, 0.26854, 19.25847], [-5.63479, -0.92190, 18.34635], [-7.83866, -0.02847, 22.46663], [-6.26569, -0.46915, 23.10665], [-6.82214, 1.14806, 23.38829], [-6.55171, 1.74373, 21.09588], [-5.05731, 1.01990, 21.79192], [-6.06526, 1.17684, 18.95968], [-4.49562, 0.51267, 19.48206], [-5.35017, -0.66005, 17.30851], [-6.69948, -1.17775, 18.35158], [-4.95803, -1.73920, 18.70341], [-4.89848, 1.60442, 26.09970], [-4.12525, 2.74179, 25.41910], [-4.13670, 2.51954, 23.99232], [-3.39003, 3.55769, 23.35421], [-3.01082, 3.02516, 21.98399], [-4.57915, 0.59778, 25.77445], [-4.77044, 1.78601, 27.12387], [-5.96854, 1.64017, 25.84044], [-4.57235, 3.73495, 25.63497], [-3.09996, 2.64606, 25.76596], [-3.95304, 4.49067, 23.36236], [-2.47388, 3.73967, 24.02454], [-3.90042, 3.00766, 21.36366], [-2.58630, 2.03335, 21.87326], [-2.31409, 3.68728, 21.42968], [-0.53331, 1.56167, 18.44837], [-1.86369, 1.61571, 17.72801], [-1.93037, 2.49571, 16.59885], [-3.12117, 2.36826, 15.88071], [-2.99427, 3.12160, 14.63936], [-0.63641, 0.68578, 19.03708], [0.17366, 1.47665, 17.63984], [-0.17353, 2.44250, 19.03556], [-1.96902, 0.58331, 17.26158], [-2.65113, 1.86613, 18.43966], [-3.19420, 1.25934, 15.66985], [-3.95702, 2.75016, 16.50900], [-2.65052, 4.16364, 14.79340], [-3.95767, 3.22200, 14.12215], [-2.28470, 2.64730, 13.94445], [-2.75709, 7.38417, 22.48893], [-1.66160, 7.58085, 23.50061], [-1.75275, 6.48587, 24.36970], [-0.88226, 6.52089, 25.53624], [-1.51198, 5.51100, 26.48426], [-2.74353, 8.01081, 21.61572], [-2.83519, 6.35784, 22.21104], [-3.67692, 7.60601, 23.04334], [-0.66216, 7.52576, 23.02839], [-1.77780, 8.56976, 23.99789], [0.13892, 6.18266, 25.20548], [-0.85138, 7.49874, 26.00588], [-1.47031, 4.50339, 26.07262], [-2.54154, 5.88040, 26.65797], [-1.09005, 5.47379, 27.47649], [-4.40323, 4.44812, 18.85389], [-5.20987, 5.32976, 19.75009], [-5.66252, 4.57368, 20.87603], [-6.30711, 5.40895, 21.84231], [-7.08314, 4.47337, 22.79308], [-4.53937, 4.88490, 17.85326], [-3.35940, 4.43689, 19.04963], [-4.81513, 3.42301, 18.83968], [-4.56883, 6.14449, 20.10068], [-6.12318, 5.78530, 19.30325], [-5.57783, 6.02858, 22.41384], [-7.09619, 6.06670, 21.39347], [-7.56671, 5.19508, 23.49402], [-6.48310, 3.80270, 23.36595], [-7.90095, 3.95372, 22.27280], [0.51379, 6.45165, 20.12924], [0.89192, 5.64200, 21.36726], [0.81956, 4.26597, 20.98888], [1.22687, 3.46713, 22.11247], [1.33523, 2.01000, 21.70966], [-0.55202, 6.23662, 19.88131], [0.58743, 7.53977, 20.36865], [1.08770, 6.20707, 19.25512], [1.93820, 5.86368, 21.67030], [0.21011, 5.79599, 22.24236], [2.17562, 3.87015, 22.52857], [0.42758, 3.51308, 22.89749], [1.65405, 1.90716, 20.65338], [0.42085, 1.52094, 21.84740], [2.07405, 1.50026, 22.31275]],
  "mulliken_charge": [-1.066, -0.811, 2.036, 0.070, -0.644, 0.404, 0.404, 0.090, 0.345, 0.338, -1.094, -0.059, -1.527, 0.619, -0.481, 0.683, -1.265, 0.403, 0.385, 0.348, 0.112, -0.102, 0.156, -0.196, 0.340, 0.207, 0.375, -0.752, -0.528, -0.003, -0.362, -0.930, 0.584, 0.204, -0.083, 0.277, 0.277, 0.332, 0.094, 0.372, -0.271, 0.515, -0.212, -0.520, 0.043, -0.133, -1.076, 0.411, -0.399, 0.025, 0.514, 0.026, 0.323, 0.362, 0.523, 0.356, -0.183, -1.317, -0.295, -0.330, -0.173, -0.818, 0.306, 0.294, 0.444, 0.328, 0.299, 0.548, -0.056, 0.191, 0.178, 0.342, -1.079, 0.562, -0.404, 0.277, -1.332, 0.451, 0.051, 0.083, 0.608, -0.550, 0.377, -0.018, 0.358, 0.346, 0.224, -0.953, 1.625, 0.618, 1.779, -0.784, -0.347, 0.194, 0.228, -0.073, -0.715, -0.752, -0.874, -0.275, 0.352, 0.135, -1.218, 0.380, -0.390, 0.468, -1.498, 0.419, 0.431, 0.054, 0.293, -0.147, 0.204, -0.013, 0.314, 0.392, 0.344, -0.347, -0.814, 0.332, -0.907, 0.764, 0.515, -0.354, 0.154, 0.306, 0.364, 0.234, 0.363, -0.620, -0.580, 0.587, -0.456, -0.611, 0.014, -0.077, -1.087, 0.546, 0.283, -0.340, 0.214, 0.390, -0.144, 0.518, 0.441, -0.043, 0.374, -1.163, 0.309, -0.316, 0.221, -1.167, 0.137, 0.351, 0.399, 0.383, -0.243, 0.439, -0.155, 0.330, 0.100, 0.412],
  "orbital_gap_ev": 10.19,
  "smiles": "CCCC#N.CCOCC.CCOCC.CCOCC.CCOCC.CCOCC.CCOCC.CCOCC.CCOCC.CCOCC.CCOCC",
  "lumo_ev": 0.7,
  "total_energy_ev": -69322.1603,
  "multiplicity": 1
}